Here is a molecular structure, C41H67IN2O13P in a non-equilibrium geometry from the OMol25 dataset. Energies are from ωB97M-V/def2-TZVPD.

As for the charge: +1. The value obtained for the max |F| is 4.9 eV/Å. Its frontier orbital gap is 5.8 eV. For the HOMO energy, the calculation gives -10.6 eV. The spin multiplicity is 1.

Element x y z (Å)
C  5.25  -0.75  4.30
C  4.09  -1.20  3.68
C  4.04  -1.38  2.20
C  3.52  -2.77  1.64
C  3.38  -3.87  2.69
O  4.74  -4.30  3.01
C  4.97  -5.62  2.64
C  5.72  -5.80  1.32
O  4.62  -6.52  3.35
C  2.23  -2.23  0.91
C  1.03  -1.92  1.80
C  0.93  -1.98  3.16
C  1.75  -3.45  0.03
C  0.69  -4.30  0.81
C  0.00  -5.34  -0.04
O  -0.64  -4.10  0.44
C  2.90  -1.00  0.15
C  1.72  -0.42  -0.67
C  2.05  0.81  -1.57
C  2.00  0.58  -3.09
C  2.60  1.85  -3.75
N  2.82  1.68  -5.19
C  4.15  1.44  -5.56
C  5.26  2.41  -5.21
O  4.44  0.42  -6.16
C  4.01  -1.31  -0.87
P  3.76  -2.52  -2.20
O  2.43  -2.69  -2.78
O  4.34  -3.95  -1.66
O  4.77  -2.09  -3.39
N  3.46  -0.21  1.32
I  5.31  0.89  1.05
C  2.67  0.79  2.13
C  1.93  1.93  1.45
C  2.48  2.99  0.76
C  1.73  3.98  0.17
C  0.36  3.93  0.26
C  -0.53  4.97  -0.41
C  -0.24  2.91  0.99
C  0.55  1.94  1.56
H  5.28  0.27  4.72
H  6.10  -1.42  4.45
H  3.23  -1.36  4.33
H  5.10  -1.44  1.93
H  4.28  -3.19  0.97
H  2.89  -4.74  2.25
H  2.94  -3.55  3.63
H  6.49  -6.56  1.46
H  4.99  -6.08  0.56
H  6.23  -4.87  1.07
H  0.13  -1.57  1.26
H  1.08  -2.91  3.71
H  0.71  -1.10  3.77
H  2.51  -4.21  -0.15
H  1.15  -3.20  -0.84
H  0.91  -4.57  1.84
H  -0.44  -6.18  0.48
H  0.08  -5.23  -1.12
H  0.96  -0.05  0.02
H  1.20  -1.17  -1.27
H  1.34  1.62  -1.34
H  3.04  1.23  -1.32
H  0.95  0.53  -3.40
H  2.61  -0.25  -3.45
H  2.02  2.75  -3.49
H  3.58  1.98  -3.27
H  2.21  0.98  -5.59
H  4.99  3.47  -5.29
H  6.12  2.22  -5.86
H  5.63  2.25  -4.19
H  4.37  -0.41  -1.38
H  4.91  -1.69  -0.36
H  5.06  -4.23  -2.25
H  5.70  -2.23  -3.13
H  1.98  0.33  2.83
H  3.39  1.29  2.79
H  3.56  3.08  0.65
H  2.21  4.79  -0.37
H  -1.55  4.57  -0.41
H  -0.46  5.96  0.04
H  -0.25  4.98  -1.47
H  -1.31  2.80  1.11
H  0.07  1.12  2.10
O  -1.30  -0.92  0.28
C  -2.35  -0.43  -0.10
O  -2.51  0.89  -0.01
C  -3.63  1.60  -0.59
C  -4.82  1.60  0.34
C  -3.49  -1.29  -0.57
H  -3.87  1.20  -1.58
H  -3.29  2.62  -0.75
H  -5.19  0.60  0.53
H  -5.63  2.19  -0.09
H  -4.55  2.03  1.30
H  -4.06  -1.62  0.29
H  -3.07  -2.16  -1.08
H  -4.15  -0.80  -1.28
O  -4.05  4.69  -1.69
C  -4.44  5.80  -1.90
O  -5.72  6.10  -1.65
C  -6.26  7.43  -1.67
C  -6.67  7.84  -3.07
C  -3.55  6.85  -2.52
H  -5.56  8.14  -1.22
H  -7.13  7.41  -1.03
H  -5.82  7.86  -3.75
H  -7.13  8.82  -3.06
H  -7.39  7.12  -3.48
H  -3.58  6.74  -3.60
H  -2.53  6.68  -2.17
H  -3.81  7.87  -2.25
O  -7.65  -0.46  2.02
C  -7.48  -1.62  2.26
O  -8.35  -2.27  3.06
C  -8.35  -3.68  3.25
C  -7.38  -4.09  4.35
C  -6.25  -2.35  1.76
H  -8.15  -4.20  2.31
H  -9.36  -3.94  3.54
H  -6.35  -3.84  4.09
H  -7.44  -5.17  4.52
H  -7.62  -3.57  5.27
H  -5.43  -2.18  2.45
H  -6.00  -1.94  0.79
H  -6.40  -3.42  1.62

Here is a molecular structure, C41H68As3BaO2SSi3 in a non-equilibrium geometry from the OMol25 dataset. Energies are from ωB97M-V/def2-TZVPD.

As for the charge: +1. The value obtained for the max |F| is 14.7 eV/Å. Its frontier orbital gap is 6.4 eV. For the HOMO energy, the calculation gives -8.3 eV. The spin multiplicity is 1.

Element x y z (Å)
Ba  -0.57  -0.09  1.29
C  -1.10  -0.18  5.27
O  -0.88  0.32  3.97
C  0.39  0.00  3.44
C  0.41  -1.44  2.95
O  1.51  -1.66  2.10
C  2.75  -1.80  2.78
H  -0.33  0.17  5.96
H  -1.14  -1.28  5.27
H  -2.07  0.19  5.63
H  1.18  0.20  4.17
H  0.57  0.67  2.59
H  -0.50  -1.65  2.38
H  0.41  -2.15  3.79
H  2.69  -2.62  3.51
H  3.03  -0.87  3.28
H  3.52  -2.05  2.05
C  -2.13  -1.03  -1.45
C  -2.45  -1.17  0.08
As  -2.66  -2.93  1.09
C  -3.33  -3.97  -0.44
C  -4.61  -3.67  -0.93
C  -5.14  -4.38  -2.01
C  -4.40  -5.42  -2.59
C  -3.13  -5.73  -2.10
C  -2.59  -5.01  -1.03
C  -0.80  -3.55  1.21
C  -0.56  -4.87  1.65
C  0.75  -5.34  1.77
C  1.83  -4.51  1.47
C  1.60  -3.20  1.05
C  0.29  -2.72  0.93
As  -0.23  -1.06  -2.16
C  -0.42  -0.20  -3.92
C  0.72  -0.12  -4.73
C  0.66  0.49  -5.99
C  -0.54  1.02  -6.44
C  -1.69  0.95  -5.65
C  -1.63  0.34  -4.39
C  -0.26  -2.87  -2.91
C  -1.23  -3.25  -3.84
C  -1.21  -4.53  -4.39
C  -0.22  -5.44  -4.01
C  0.75  -5.07  -3.08
C  0.74  -3.78  -2.53
H  -2.41  0.02  -1.64
H  -2.82  -1.66  -2.06
H  -3.48  -0.77  0.17
H  -1.81  -0.48  0.67
H  -5.19  -2.87  -0.48
H  -6.12  -4.14  -2.39
H  -4.81  -5.98  -3.42
H  -2.56  -6.53  -2.55
H  -1.61  -5.27  -0.69
H  -1.39  -5.52  1.89
H  0.92  -6.36  2.10
H  2.84  -4.88  1.57
H  2.43  -2.55  0.83
H  0.14  -1.70  0.62
H  1.66  -0.53  -4.38
H  1.55  0.54  -6.60
H  -0.59  1.50  -7.42
H  -2.62  1.37  -6.00
H  -2.53  0.30  -3.80
H  -2.00  -2.56  -4.15
H  -1.96  -4.83  -5.11
H  -0.21  -6.44  -4.43
H  1.52  -5.77  -2.78
H  1.50  -3.49  -1.82
C  -3.18  3.58  0.49
S  -3.03  1.78  0.52
C  -4.71  1.36  -0.01
H  -3.41  3.92  -0.52
H  -2.23  4.03  0.79
H  -3.95  3.91  1.18
H  -5.44  1.75  0.70
H  -4.81  0.27  -0.05
H  -4.90  1.77  -1.01
C  4.26  1.06  -0.28
Si  3.85  2.18  1.15
C  5.05  3.62  1.06
C  4.25  1.25  2.72
As  1.52  2.60  1.12
Si  1.27  3.87  -0.85
C  1.22  2.67  -2.28
C  2.59  5.13  -1.20
C  -0.38  4.74  -0.89
Si  1.26  4.11  2.90
C  -0.39  4.98  2.82
C  2.58  5.41  3.09
C  1.20  3.11  4.48
H  5.32  0.76  -0.23
H  4.09  1.60  -1.24
H  3.61  0.15  -0.24
H  6.08  3.21  1.09
H  4.94  4.30  1.91
H  4.95  4.18  0.12
H  5.32  0.95  2.70
H  3.61  0.35  2.79
H  4.08  1.91  3.59
H  2.17  2.12  -2.36
H  1.04  3.22  -3.23
H  0.39  1.94  -2.12
H  3.54  4.61  -1.41
H  2.69  5.83  -0.35
H  2.31  5.70  -2.12
H  -1.20  4.02  -0.69
H  -0.53  5.19  -1.90
H  -0.40  5.56  -0.15
H  -0.41  5.70  1.98
H  -0.54  5.56  3.76
H  -1.21  4.24  2.71
H  2.68  6.00  2.16
H  3.53  4.93  3.37
H  2.29  6.09  3.92
H  0.38  2.37  4.41
H  1.02  3.78  5.34
H  2.16  2.57  4.63
H  -2.90  -0.11  2.46